Density functional theory data (ωB97M-V/def2-TZVPD) for a 2-piece molecular cluster, C11H15N overall at a distorted geometry.

Last columns: bonded neighbours and bond lengths (Å).
Geometry (Å):
1 C 0.887 2.695 3.380  N12 1.235, H13 1.055, H14 1.092
2 C 1.556 0.582 -1.108  C3 1.491, C8 1.552, H15 1.167, H16 1.162
3 C 0.116 0.199 -1.131  C2 1.491, C6 1.562, C7 1.542, H17 1.121
4 C 1.107 -1.335 0.342  C5 1.603, C6 1.561, C8 1.485, H18 1.065
5 C 1.096 -0.094 1.356  C4 1.603, C8 1.510, C9 1.353, H19 1.077
6 C -0.041 -1.298 -0.714  C3 1.562, C4 1.561, C10 1.530, H20 1.149
7 C -0.643 1.028 -0.074  C3 1.542, C9 1.419, C11 1.452, H21 1.200
8 C 2.020 -0.177 0.164  C2 1.552, C4 1.485, C5 1.510
9 C 0.050 0.734 1.128  C5 1.353, C7 1.419
10 C 0.138 -2.320 -1.838  C6 1.530, H22 1.195, H23 1.111, H24 1.150
11 C -2.091 0.948 -0.129  C7 1.452, H25 1.103, H26 1.110, H27 1.138
12 N -0.250 2.570 2.913  C1 1.235
13 H 1.145 3.514 3.994  C1 1.055
14 H 1.710 2.186 2.874  C1 1.092
15 H 1.977 0.106 -2.087  C2 1.167
16 H 1.744 1.721 -0.973  C2 1.162
17 H -0.243 0.353 -2.181  C3 1.121
18 H 1.161 -2.250 0.885  C4 1.065
19 H 1.580 -0.141 2.317  C5 1.077
20 H -0.953 -1.736 -0.169  C6 1.149
21 H -0.382 2.184 -0.266  C7 1.200
22 H 1.296 -2.609 -1.769  C10 1.195
23 H -0.193 -1.909 -2.817  C10 1.111
24 H -0.546 -3.238 -1.727  C10 1.150
25 H -2.683 1.589 0.545  C11 1.103
26 H -2.684 0.034 0.084  C11 1.110
27 H -2.555 1.371 -1.079  C11 1.138

Values from the calculation:
- HOMO-LUMO gap (alpha / beta): 6.67 / 5.31 eV
- Energy relative to the best compared isomer or geometry (same formula, charge and spin): 4.126 eV
- Spin multiplicity: 3
- E: -13129.731 eV
- ⟨S²⟩: 2.0254
- E_HOMO (alpha / beta): -6.428 / -6.582 eV